1.
Molecular formula: C49H42IrN3O3PS2
Method: DFT, ωB97M-V/def2-TZVPD

Output
Kohn-Sham gap (alpha / beta): 6.423 / 6.090 eV
multiplicity: 6
total charge: 0
E: -3524.350617 hartree
⟨S²⟩: 8.795
energy relative to the best compared isomer or geometry (same formula, charge and spin): 0.00 kJ/mol

XYZ file:
```
101
C49H42IrN3O3PS2, DFT ωB97M-V/def2-TZVPD
Ir -0.838 0.420 0.052
C -2.952 -1.107 -4.679
O -2.556 -2.046 -3.690
C -3.315 -3.154 -3.518
C -4.363 -3.532 -4.345
C -5.062 -4.705 -4.074
C -4.733 -5.495 -2.987
C -3.697 -5.102 -2.147
C -2.987 -3.945 -2.403
N -1.934 -3.529 -1.529
C -1.965 -2.257 -1.002
N -3.204 -1.823 -0.699
C -3.694 -0.530 -0.435
C -2.908 0.567 -0.086
C -3.568 1.784 0.138
C -4.942 1.902 0.039
C -5.711 0.794 -0.299
C -5.087 -0.414 -0.541
O -5.775 -1.568 -0.849
C -6.820 -1.436 -1.803
N -0.875 -1.579 -0.773
C 0.376 -2.154 -1.135
C 0.817 -2.155 -2.449
C 2.063 -2.674 -2.772
C 2.874 -3.171 -1.765
C 2.451 -3.163 -0.442
C 1.196 -2.661 -0.117
O 0.677 -2.631 1.129
C 1.578 -2.756 2.220
H -2.269 -0.268 -4.581
H -3.975 -0.765 -4.505
H -2.871 -1.533 -5.682
H -4.630 -2.933 -5.203
H -5.872 -4.996 -4.730
H -5.282 -6.404 -2.783
H -3.431 -5.685 -1.274
H -1.001 -3.826 -1.784
H -3.946 -2.482 -0.891
H -2.983 2.659 0.397
H -5.424 2.853 0.227
H -6.788 0.865 -0.367
H -7.698 -0.950 -1.375
H -7.086 -2.446 -2.109
H -6.480 -0.866 -2.671
H 0.175 -1.729 -3.209
H 2.405 -2.664 -3.798
H 3.856 -3.561 -2.003
H 3.101 -3.542 0.334
H 1.011 -2.496 3.111
H 2.414 -2.062 2.111
H 1.951 -3.780 2.307
C 0.243 0.412 1.765
C 0.885 0.465 2.801
C 1.635 0.567 3.990
C 2.872 1.333 3.935
C 3.559 1.446 2.715
C 4.728 2.179 2.627
C 5.230 2.841 3.741
C 4.544 2.766 4.947
C 3.382 2.020 5.048
C 1.144 -0.121 5.171
C 1.997 -0.520 6.215
C 1.509 -1.218 7.305
C 0.161 -1.542 7.391
C -0.695 -1.172 6.360
C -0.213 -0.480 5.264
H 3.171 0.943 1.836
H 5.245 2.235 1.676
H 6.142 3.420 3.668
H 4.912 3.300 5.814
H 2.841 1.998 5.985
H 3.055 -0.310 6.148
H 2.190 -1.523 8.090
H -0.217 -2.087 8.246
H -1.746 -1.426 6.411
H -0.882 -0.200 4.459
S 3.038 0.364 -0.939
P 2.000 1.933 -1.422
S -0.043 1.631 -1.791
C 2.148 3.277 -0.212
C 3.350 3.985 -0.197
C 3.583 4.941 0.776
C 2.625 5.188 1.752
C 1.429 4.488 1.739
C 1.186 3.539 0.754
C 2.515 2.707 -2.987
C 1.992 3.945 -3.356
C 2.363 4.523 -4.558
C 3.255 3.866 -5.398
C 3.776 2.634 -5.033
C 3.406 2.053 -3.826
H 4.108 3.779 -0.945
H 4.519 5.486 0.783
H 2.815 5.922 2.524
H 0.681 4.671 2.499
H 0.252 2.994 0.753
H 1.298 4.456 -2.699
H 1.958 5.486 -4.841
H 3.546 4.320 -6.337
H 4.473 2.124 -5.685
H 3.807 1.094 -3.520
```

=====

2.
Molecular formula: C49H43GeN3O2PPd
Method: DFT, ωB97M-V/def2-TZVPD

Output
Kohn-Sham gap (alpha / beta): 5.748 / 6.351 eV
multiplicity: 2
total charge: 0
E: -4753.870658 hartree
⟨S²⟩: 0.756
energy relative to the best compared isomer or geometry (same formula, charge and spin): 107.27 kJ/mol

XYZ file:
```
100
C49H43GeN3O2PPd, DFT ωB97M-V/def2-TZVPD
Pd 1.474 0.829 -0.150
N -0.100 3.232 -1.654
P 1.500 2.777 -2.076
C 1.406 3.253 -3.862
C 2.575 3.698 -4.468
C 2.604 3.998 -5.819
C 1.458 3.864 -6.584
C 0.284 3.435 -5.988
C 0.259 3.128 -4.641
C 1.250 0.967 -2.349
C 0.050 0.400 -2.784
C -0.032 -0.953 -3.045
C 1.080 -1.770 -2.877
C 2.277 -1.234 -2.433
C 2.370 0.131 -2.144
C -0.386 3.401 -0.321
C -1.626 3.874 0.121
C -1.823 4.029 1.477
C -0.781 3.736 2.348
C 0.411 3.273 1.819
N 0.604 3.089 0.519
H -0.694 3.712 -2.316
H 3.468 3.812 -3.868
H 3.523 4.336 -6.276
H 1.475 4.092 -7.640
H -0.619 3.330 -6.574
H -0.667 2.778 -4.209
H -0.831 1.017 -2.896
H -0.965 -1.370 -3.388
H 1.002 -2.828 -3.089
H 3.144 -1.873 -2.324
H 3.340 0.588 -1.918
H -2.405 4.109 -0.590
H -2.770 4.387 1.855
H -0.896 3.854 3.413
H 1.257 3.051 2.458
C -2.682 -3.595 -2.664
O -3.380 -2.439 -2.262
C -4.713 -2.538 -2.026
C -5.497 -3.605 -2.447
C -6.869 -3.599 -2.267
C -7.491 -2.509 -1.684
C -6.722 -1.454 -1.229
C -5.334 -1.470 -1.345
N -4.624 -0.364 -0.869
C -3.360 -0.268 -0.418
C -2.503 -1.249 0.030
C -2.878 -2.575 0.393
C -1.947 -3.506 0.717
C -0.569 -3.191 0.632
C -0.159 -1.940 0.313
C -1.091 -0.869 0.111
O -0.723 0.316 -0.030
H -1.625 -3.350 -2.581
H -2.918 -3.865 -3.698
H -2.895 -4.433 -1.996
H -5.038 -4.441 -2.949
H -7.445 -4.448 -2.599
H -8.566 -2.484 -1.589
H -7.186 -0.599 -0.758
H -5.142 0.504 -0.923
H -2.954 0.737 -0.435
H -3.931 -2.814 0.451
H -2.244 -4.496 1.035
H 0.159 -3.962 0.840
H 0.897 -1.674 0.242
C 5.690 -3.145 1.944
C 5.576 -2.314 3.045
C 4.607 -1.327 3.072
C 3.726 -1.165 2.012
C 3.856 -2.005 0.915
C 4.829 -2.987 0.871
Ge 2.285 0.221 1.996
C 0.769 -0.642 2.976
C -0.439 0.048 2.973
C -1.579 -0.484 3.541
C -1.535 -1.740 4.123
C -0.342 -2.442 4.136
C 0.797 -1.897 3.569
C 2.936 1.541 3.348
C 2.293 1.695 4.570
C 2.701 2.657 5.476
C 3.767 3.485 5.172
C 4.428 3.337 3.964
C 4.010 2.375 3.062
H 6.449 -3.916 1.920
H 6.246 -2.440 3.884
H 4.525 -0.669 3.927
H 3.174 -1.874 0.078
H 4.922 -3.630 0.006
H -0.481 1.019 2.494
H -2.506 0.076 3.522
H -2.426 -2.166 4.563
H -0.302 -3.423 4.592
H 1.724 -2.456 3.584
H 1.458 1.048 4.807
H 2.184 2.764 6.420
H 4.084 4.242 5.877
H 5.264 3.980 3.726
H 4.522 2.264 2.113
```

=====

3.
Molecular formula: C49H44BCl2CrN9O2S
Method: DFT, ωB97M-V/def2-TZVPD

Output
Kohn-Sham gap (alpha / beta): 5.871 / 6.453 eV
multiplicity: 2
total charge: +1
E: -4924.737719 hartree
⟨S²⟩: 0.759
energy relative to the best compared isomer or geometry (same formula, charge and spin): 268.04 kJ/mol

XYZ file:
```
109
C49H44BCl2CrN9O2S, DFT ωB97M-V/def2-TZVPD
Cr -0.775 -0.426 0.467
C -6.071 -1.219 0.262
C -4.652 -1.545 -0.058
C -4.167 -2.597 -0.811
C -2.783 -2.477 -0.808
N -2.440 -1.371 -0.107
N -3.607 -0.821 0.364
B -3.670 0.523 1.135
N -2.755 0.443 2.380
N -1.637 -0.330 2.370
C -1.122 -0.278 3.623
C -1.901 0.564 4.403
C -2.934 1.000 3.581
C -4.067 1.917 3.888
C 0.026 -1.064 4.128
C -0.085 -2.442 4.278
C 0.959 -3.183 4.809
C 2.125 -2.550 5.214
C 2.228 -1.171 5.112
C 1.181 -0.433 4.580
N -3.181 1.651 0.252
N -1.921 1.601 -0.246
C -1.862 2.589 -1.164
C -3.078 3.274 -1.220
C -3.897 2.641 -0.315
C -5.322 2.924 0.024
C -0.669 2.854 -1.967
C -0.407 3.951 -2.685
C 0.914 4.138 -3.300
C 1.877 3.212 -3.247
C 1.587 1.826 -2.726
C 0.387 1.844 -1.785
C -1.886 -3.490 -1.405
C -0.697 -3.200 -2.065
C 0.070 -4.226 -2.597
C -0.339 -5.546 -2.491
C -1.535 -5.842 -1.849
C -2.300 -4.823 -1.313
H -6.711 -2.022 -0.095
H -6.221 -1.106 1.335
H -6.384 -0.294 -0.219
H -4.746 -3.347 -1.319
H -4.793 0.722 1.474
H -1.773 0.766 5.452
H -3.925 2.875 3.384
H -5.016 1.502 3.556
H -4.119 2.097 4.959
H -1.013 -2.930 4.013
H 0.853 -4.254 4.921
H 2.942 -3.127 5.626
H 3.123 -0.666 5.448
H 1.273 0.644 4.523
H -3.329 4.106 -1.853
H -5.643 3.821 -0.502
H -5.976 2.106 -0.276
H -5.459 3.086 1.092
H -1.133 4.749 -2.775
H 1.111 5.083 -3.787
H 2.843 3.400 -3.699
H 1.988 0.914 -4.529
H 0.756 1.995 -0.769
H -0.387 -2.178 -2.190
H 0.989 -3.982 -3.115
H 0.261 -6.340 -2.914
H -1.870 -6.867 -1.764
H -3.221 -5.064 -0.797
Cl 1.088 0.843 1.626
C 0.713 2.323 2.581
Cl -0.227 3.530 1.741
H 1.696 2.727 2.801
H 0.175 2.005 3.468
O -1.145 0.032 -2.295
C -0.100 0.428 -1.823
N 1.232 0.954 -3.855
C 2.685 1.088 -1.891
C 2.044 -0.052 -0.985
O 2.804 -0.627 -0.235
N 0.691 -0.393 -1.034
C 3.398 1.996 -0.868
C 4.600 1.550 -0.317
C 5.252 2.268 0.669
C 4.720 3.463 1.136
C 3.535 3.929 0.593
C 2.879 3.202 -0.396
C 3.697 0.437 -2.827
C 3.616 -0.907 -3.172
C 4.499 -1.458 -4.090
C 5.473 -0.671 -4.682
C 5.563 0.672 -4.346
C 4.685 1.219 -3.422
H 0.410 1.322 -4.325
H 5.026 0.618 -0.660
H 6.183 1.894 1.073
H 5.236 4.031 1.899
H 3.116 4.871 0.924
H 1.969 3.623 -0.796
H 2.851 -1.536 -2.735
H 4.421 -2.507 -4.343
H 6.162 -1.101 -5.397
H 6.325 1.295 -4.795
H 4.790 2.260 -3.142
S -0.120 -4.749 1.696
C 1.389 -4.049 1.310
C 1.231 -2.746 0.988
N -0.074 -2.302 1.046
C -0.875 -3.269 1.428
H 2.301 -4.619 1.320
H 2.007 -2.063 0.681
H -1.935 -3.137 1.565
```

=====

4.
Molecular formula: C49H44N8O2SSiSr
Method: DFT, ωB97M-V/def2-TZVPD

Output
Kohn-Sham gap: 6.843 eV
multiplicity: 1
total charge: 0
E: -3200.826151 hartree
energy relative to the best compared isomer or geometry (same formula, charge and spin): 9.43 kJ/mol

XYZ file:
```
106
C49H44N8O2SSiSr, DFT ωB97M-V/def2-TZVPD
Sr -0.305 -1.648 2.831
N -4.364 -2.209 5.498
C -3.261 -2.408 4.722
S -1.766 -1.830 5.360
N -3.517 -3.050 3.598
N -2.469 -3.194 2.745
C -2.592 -4.094 1.833
C -3.758 -5.002 1.649
C -5.072 -4.537 1.626
C -6.120 -5.416 1.398
C -5.875 -6.769 1.209
C -4.570 -7.240 1.235
C -3.520 -6.359 1.442
C -1.485 -4.246 0.847
C -1.806 -4.431 -0.500
C -0.793 -4.585 -1.424
C 0.521 -4.594 -0.977
C 0.749 -4.416 0.374
N -0.217 -4.225 1.275
H -4.207 -1.957 6.457
H -5.187 -2.741 5.269
H -5.264 -3.489 1.803
H -7.136 -5.043 1.378
H -6.697 -7.453 1.043
H -4.370 -8.294 1.091
H -2.501 -6.729 1.452
H -2.845 -4.448 -0.800
H -1.021 -4.708 -2.475
H 1.351 -4.738 -1.655
H 1.761 -4.425 0.761
C 2.708 3.860 -9.954
O 3.591 3.167 -9.091
C 3.077 2.639 -7.954
C 1.741 2.725 -7.582
C 1.325 2.144 -6.391
C 2.216 1.478 -5.562
C 3.558 1.404 -5.948
C 3.983 1.975 -7.125
C 1.806 0.860 -4.300
N 2.626 0.332 -3.421
C 1.827 -0.109 -2.400
C 0.504 0.147 -2.665
N 0.502 0.764 -3.891
C -0.556 -0.213 -1.781
C -1.919 -0.041 -2.055
C -2.848 -0.448 -1.133
C -2.396 -0.997 0.067
N -1.118 -1.162 0.350
C -0.188 -0.799 -0.553
C 1.219 -1.040 -0.236
N 1.521 -1.562 0.969
C 2.788 -1.761 1.271
C 3.846 -1.504 0.396
C 3.556 -0.985 -0.840
C 2.221 -0.725 -1.170
H 3.310 4.200 -10.791
H 2.262 4.724 -9.455
H 1.916 3.203 -10.322
H 1.019 3.238 -8.199
H 0.279 2.238 -6.121
H 4.255 0.891 -5.301
H 5.020 1.923 -7.431
H -0.298 1.119 -4.384
H -2.234 0.407 -2.989
H -3.908 -0.333 -1.311
H -3.101 -1.319 0.828
H 2.993 -2.150 2.264
H 4.863 -1.693 0.707
H 4.329 -0.745 -1.558
C 1.142 2.370 5.760
C 0.319 2.936 4.595
C 0.553 4.443 4.455
C -1.164 2.694 4.914
Si 0.711 1.984 2.997
O 0.453 0.422 3.177
C 2.458 2.351 2.337
C 2.701 2.043 0.994
C 3.933 2.270 0.397
C 4.973 2.807 1.142
C 4.764 3.116 2.478
C 3.522 2.893 3.061
C -0.437 2.667 1.637
C -1.730 2.147 1.518
C -2.625 2.629 0.572
C -2.239 3.640 -0.297
C -0.960 4.170 -0.203
C -0.077 3.691 0.758
H 0.858 2.865 6.696
H 2.216 2.511 5.625
H 0.958 1.300 5.876
H 0.268 4.957 5.381
H -0.050 4.864 3.646
H 1.597 4.684 4.250
H -1.421 3.162 5.871
H -1.385 1.627 4.992
H -1.815 3.126 4.150
H 1.891 1.643 0.392
H 4.078 2.040 -0.653
H 5.937 2.991 0.683
H 5.568 3.539 3.069
H 3.390 3.155 4.102
H -2.046 1.360 2.196
H -3.628 2.221 0.517
H -2.936 4.024 -1.033
H -0.651 4.966 -0.871
H 0.916 4.123 0.820
```